# C18H40BBrI2N3O10P2S

C18H40BBrI2N3O10P2S as an isolated structure at a distorted geometry (ωB97M-V/def2-TZVPD, the Open Molecules 2025 dataset).

The calculation puts the energy relative to the best compared isomer or geometry (same formula, charge and spin) at 68.01 kJ/mol. Its LUMO energy is -4.3632 eV. Its strongest force on any atom is 0.0597 Eh/bohr. The calculation puts the HOMO-LUMO gap at 0.23035 hartree.

```
! RIJCOSX wB97M-V def2-TZVPD def2/J DEFGRID3
* xyz 1 1
C 2.857 -2.784 2.337
C 1.941 -1.578 2.555
C 2.435 -0.398 1.718
I 3.090 1.267 2.927
C 1.538 0.062 0.518
P 0.034 0.990 1.153
O -1.226 0.814 0.183
O 0.447 2.526 1.044
S -0.497 0.624 2.981
O 2.379 1.130 -0.030
C 2.594 1.315 -1.387
I 4.693 1.960 -1.419
P 1.700 2.880 -1.925
O 2.092 3.911 -1.002
O 0.113 2.700 -1.926
O 2.079 3.306 -3.394
C 2.587 0.066 -2.266
B 2.804 0.219 -3.854
N 2.196 -0.705 -4.743
O 3.615 1.175 -4.406
N 1.415 -0.835 -1.913
Br -0.237 -0.342 -2.652
C 1.432 -1.167 -0.419
C 0.502 -2.376 -0.144
C -0.911 -2.330 0.428
C -2.074 -2.423 -0.585
C -3.257 -3.198 -0.010
C -4.317 -2.264 0.609
C -5.538 -2.050 -0.287
C -5.353 -1.234 -1.553
C -4.968 0.257 -1.424
C -5.398 0.956 -0.149
O -5.692 2.329 -0.350
C -4.550 3.128 -0.450
H 3.864 -2.437 2.518
H 2.631 -3.591 3.012
H 2.862 -3.113 1.307
H 2.073 -1.327 3.591
H 0.900 -1.816 2.436
H 3.348 -0.686 1.228
H -1.546 1.683 -0.113
H -0.390 3.005 1.182
H -0.267 3.099 -2.726
H 2.604 4.118 -3.299
H 3.443 -0.522 -1.947
H 2.202 -1.674 -4.451
H 2.580 -0.625 -5.675
H 4.412 0.718 -4.715
H 1.661 -1.728 -2.332
H 2.425 -1.587 -0.343
H 0.426 -2.923 -1.080
H 1.080 -3.037 0.472
H -1.035 -3.241 0.992
H -1.131 -1.551 1.142
H -2.408 -1.464 -0.933
H -1.686 -2.960 -1.450
H -3.743 -3.702 -0.836
H -2.921 -3.973 0.664
H -4.639 -2.672 1.552
H -3.831 -1.314 0.799
H -5.862 -3.030 -0.616
H -6.340 -1.673 0.328
H -4.647 -1.706 -2.222
H -6.299 -1.249 -2.075
H -5.459 0.780 -2.235
H -3.914 0.355 -1.613
H -6.305 0.527 0.238
H -4.629 0.851 0.615
H -4.859 4.119 -0.734
H -4.017 3.205 0.499
H -3.906 2.765 -1.254
C 7.012 3.156 5.459
N 5.622 2.631 5.363
O 4.715 3.434 5.271
O 5.485 1.426 5.377
H 6.972 4.238 5.431
H 7.429 2.802 6.396
H 7.567 2.761 4.615
*
```

---

# C18H40BN2O10S2

C18H40BN2O10S2 as an isolated structure at a distorted geometry (ωB97M-V/def2-TZVPD, the Open Molecules 2025 dataset).

Its LUMO energy is 2.2537 eV. Its strongest force on any atom is 0.0815 Eh/bohr. The calculation puts the HOMO-LUMO gap at 0.30522 hartree.

```
! RIJCOSX wB97M-V def2-TZVPD def2/J DEFGRID3
* xyz -1 1
C 1.198 0.310 0.181
O 2.231 1.197 -0.286
B 2.235 2.390 0.475
O 3.025 2.408 1.624
S 1.251 3.895 -0.083
O 2.259 4.821 -0.661
O 0.338 3.518 -1.186
N 0.520 4.728 1.170
S -0.535 3.788 2.039
O -1.293 4.695 2.924
O 0.123 2.787 2.918
C -1.789 3.018 0.967
C -2.777 3.787 0.177
C -3.670 3.008 -0.653
N -3.753 1.669 -0.834
C -2.874 0.930 -0.110
C -1.913 1.575 0.764
H 0.929 0.638 1.230
H 0.288 0.355 -0.478
H 1.512 -0.775 0.246
H 2.501 2.288 2.441
H -2.788 4.902 0.218
H -4.395 3.614 -1.260
H -2.849 -0.183 -0.202
H -1.210 0.917 1.331
C 5.438 -0.698 5.117
C 4.978 0.493 4.289
C 5.718 1.761 4.683
O 3.578 0.684 4.469
H 5.242 -0.531 6.181
H 4.891 -1.598 4.830
H 6.507 -0.881 4.985
H 5.140 0.288 3.229
H 5.530 2.011 5.733
H 5.369 2.608 4.089
H 6.795 1.652 4.538
H 3.418 0.867 5.403
C 3.694 -4.196 -1.713
C 3.040 -2.824 -1.794
C 3.781 -1.914 -2.762
O 3.023 -2.227 -0.500
H 4.723 -4.115 -1.351
H 3.158 -4.835 -1.007
H 3.705 -4.687 -2.689
H 2.001 -2.932 -2.114
H 4.813 -1.757 -2.434
H 3.307 -0.931 -2.801
H 3.795 -2.337 -3.769
H 3.937 -2.126 -0.208
C -3.563 -4.420 -0.123
C -3.512 -3.117 0.660
C -3.733 -3.355 2.146
O -4.509 -2.225 0.168
H -4.543 -4.897 -0.019
H -3.414 -4.232 -1.188
H -2.797 -5.118 0.220
H -2.543 -2.634 0.506
H -4.718 -3.797 2.327
H -3.703 -2.411 2.694
H -2.971 -4.022 2.557
H -5.370 -2.641 0.298
C -3.056 0.063 -4.825
C -4.500 0.544 -4.843
C -4.594 1.993 -5.296
O -5.059 0.416 -3.541
H -2.458 0.656 -4.127
H -3.002 -0.974 -4.488
H -2.603 0.133 -5.818
H -5.089 -0.089 -5.512
H -4.047 2.650 -4.614
H -5.634 2.328 -5.294
H -4.188 2.121 -6.303
H -4.542 0.974 -2.941
*
```

---

# C18H40Cl8FN3P

A 5-piece molecular cluster, C18H40Cl8FN3P overall at a distorted geometry (ωB97M-V/def2-TZVPD, the Open Molecules 2025 dataset).

Its LUMO energy is -2.5181 eV. Its strongest force on any atom is 0.1254 Eh/bohr. The calculation puts the HOMO-LUMO gap at 0.33737 hartree.

```
! RIJCOSX wB97M-V def2-TZVPD def2/J DEFGRID3
* xyz 1 1
N 1.930 -2.391 3.325
C 2.409 -1.727 2.192
C 1.294 -1.185 1.087
P 1.949 -1.098 -0.699
C 3.877 -1.379 -0.683
N 4.245 -2.813 -0.357
C 1.634 0.537 -1.622
C 1.440 1.862 -0.683
F 2.632 2.749 -0.809
C 1.192 -2.497 -1.825
C -0.396 -2.265 -2.160
C -1.434 -2.921 -1.060
C -2.726 -1.898 -0.805
C -2.467 -0.797 0.382
N -2.507 0.663 -0.118
H 0.881 -2.441 3.293
H 3.570 -1.634 2.078
H 0.428 -2.007 1.097
H 0.809 -0.207 1.504
H 4.382 -0.610 0.077
H 4.283 -1.141 -1.777
H 3.463 -3.481 -0.535
H 4.604 -2.908 0.633
H 0.739 0.470 -2.404
H 2.601 0.742 -2.292
H 0.536 2.479 -1.158
H 1.149 1.657 0.430
H 1.800 -2.425 -2.850
H 1.451 -3.558 -1.383
H -0.716 -1.152 -2.324
H -0.608 -2.841 -3.184
H -0.926 -3.273 -0.065
H -1.905 -3.901 -1.552
H -3.623 -2.582 -0.456
H -3.043 -1.329 -1.783
H -3.376 -0.875 1.152
H -1.496 -0.973 1.016
H -2.426 0.699 -1.158
H -3.412 1.114 0.162
Cl 5.972 -4.517 2.878
C 4.884 -5.864 2.464
C 5.379 -6.656 1.264
Cl 5.284 -5.717 -0.247
H 3.884 -5.453 2.291
H 4.836 -6.514 3.343
H 4.758 -7.545 1.123
H 6.416 -6.982 1.396
Cl -2.367 4.355 0.387
C -3.952 5.031 -0.062
C -4.999 4.807 1.017
Cl -5.440 3.089 1.181
H -4.253 4.585 -1.015
H -3.805 6.104 -0.220
H -5.916 5.345 0.762
H -4.655 5.164 1.993
Cl -0.081 1.144 -4.024
C 1.031 0.816 -5.376
C 0.619 -0.410 -6.175
Cl 0.820 -1.917 -5.246
H 2.041 0.711 -4.967
H 1.016 1.701 -6.020
H 1.247 -0.501 -7.065
H -0.424 -0.348 -6.499
Cl -3.521 8.503 6.330
C -4.609 7.156 5.917
C -4.114 6.364 4.717
Cl -4.209 7.303 3.206
H -5.609 7.566 5.744
H -4.657 6.506 6.796
H -4.735 5.475 4.575
H -3.078 6.038 4.849
*
```

---

# C18H40F9NO12S2

A 7-piece molecular cluster, C18H40F9NO12S2 overall at a distorted geometry (ωB97M-V/def2-TZVPD, the Open Molecules 2025 dataset).

The SMILES is NC[C@@H](O)C[C@@H]1[C@H](COO)CS(=O)(=O)O[C@]1(S)C(F)(F)C(F)(F)C(F)(F)C(F)(F)F.CO.CO.CO.CO.CO.CO. Its LUMO energy is 0.1689 eV. Its strongest force on any atom is 0.0237 Eh/bohr. The calculation puts the HOMO-LUMO gap at 0.34566 hartree.

```
! RIJCOSX wB97M-V def2-TZVPD def2/J DEFGRID3
* xyz 0 1
N 2.290 3.282 0.898
C 0.841 3.086 0.848
C 0.381 1.853 1.662
O -0.637 2.253 2.598
C -0.189 0.716 0.781
C 0.524 -0.648 0.746
C 0.650 -1.306 2.121
C -0.543 -1.013 3.029
O -1.781 -1.363 2.420
O -1.814 -2.778 2.256
C 1.920 -0.965 2.933
S 3.351 -0.286 2.098
O 4.358 -1.294 1.982
O 3.702 0.928 2.758
O 2.833 0.132 0.633
C 1.859 -0.700 -0.013
S 2.402 -2.451 -0.219
C 1.717 -0.098 -1.444
F 0.511 -0.385 -1.979
F 1.775 1.254 -1.297
C 2.841 -0.426 -2.492
F 4.027 -0.578 -1.886
F 2.954 0.669 -3.298
C 2.553 -1.612 -3.477
F 3.723 -2.246 -3.706
F 1.685 -2.503 -2.976
C 2.020 -1.171 -4.872
F 1.587 -2.275 -5.503
F 2.994 -0.629 -5.612
F 0.994 -0.318 -4.769
H 2.727 3.206 -0.007
H 2.515 4.177 1.296
H 0.472 3.030 -0.173
H 0.370 3.951 1.310
H 1.221 1.563 2.280
H -1.278 2.798 2.138
H -1.191 0.523 1.144
H -0.322 1.113 -0.219
H -0.123 -1.296 0.158
H 0.649 -2.382 1.994
H -0.583 0.014 3.370
H -0.429 -1.646 3.912
H -1.457 -2.922 1.369
H 1.717 -0.257 3.730
H 2.298 -1.863 3.411
H 2.622 -2.835 1.037
C -3.715 0.041 5.339
O -2.875 -1.112 5.299
H -3.802 0.343 6.379
H -3.281 0.865 4.765
H -4.711 -0.178 4.953
H -2.800 -1.373 4.377
C 5.647 -0.200 -8.268
O 4.329 0.298 -8.074
H 5.966 0.099 -9.264
H 6.343 0.219 -7.536
H 5.672 -1.291 -8.204
H 4.041 0.037 -7.196
C 2.931 2.513 -10.195
O 2.794 3.249 -11.410
H 3.058 1.466 -10.451
H 3.807 2.844 -9.633
H 2.039 2.617 -9.571
H 2.685 4.175 -11.184
C -7.441 2.165 4.826
O -6.060 2.172 5.191
H -7.613 1.277 4.222
H -8.082 2.127 5.706
H -7.695 3.049 4.238
H -5.903 2.954 5.724
C -11.078 1.646 5.481
O -10.532 2.961 5.535
H -10.969 1.292 4.460
H -10.542 0.966 6.149
H -12.139 1.646 5.742
H -10.628 3.282 6.435
C 3.474 -6.391 0.767
O 3.772 -4.998 0.714
H 2.756 -6.600 -0.022
H 4.370 -6.991 0.596
H 3.033 -6.666 1.729
H 4.412 -4.803 1.403
*
```

---

# C18H40HfOP2Si

C18H40HfOP2Si as an isolated structure at a distorted geometry (ωB97M-V/def2-TZVPD, the Open Molecules 2025 dataset).

The calculation puts the energy relative to the best compared isomer or geometry (same formula, charge and spin) at 607.55 kJ/mol. Its LUMO energy is -9.7790 eV. Its strongest force on any atom is 0.1895 Eh/bohr. The calculation puts the HOMO-LUMO gap at 0.15536 hartree.

```
! RIJCOSX wB97M-V def2-TZVPD def2/J DEFGRID3
* xyz 2 1
P -0.296 0.800 -0.375
P -1.861 -0.829 -0.896
C -0.001 -0.519 -2.713
C -1.509 -0.773 -2.663
H 0.597 -1.306 -2.258
H 0.352 -0.273 -3.741
H -2.175 0.016 -3.041
H -1.830 -1.713 -3.142
C -2.867 -2.444 -1.037
H -3.011 -3.009 -0.106
H -2.381 -3.095 -1.777
H -3.858 -2.145 -1.430
C -3.239 0.025 0.038
H -4.035 0.244 -0.686
H -2.912 0.957 0.533
H -3.648 -0.630 0.833
C 0.934 1.704 -4.772
H 1.122 2.754 -5.078
H 0.132 1.319 -5.439
H 1.858 1.138 -5.055
C -1.445 2.135 -1.102
H -1.484 2.754 -0.197
H -2.444 1.806 -1.432
H -1.044 2.801 -1.907
Hf 0.465 1.582 -2.423
C 0.094 -1.624 4.692
C -0.438 -2.765 4.257
C -1.838 -2.935 3.735
C -2.122 -2.768 2.224
C -1.065 -2.053 1.422
C -0.495 -0.880 1.829
C -1.054 -0.026 2.946
C -0.428 -0.248 4.382
C 0.788 3.920 -2.317
H 1.016 -1.633 5.291
H 0.155 -3.690 4.250
H -2.532 -2.276 4.261
H -2.183 -3.943 3.991
H -2.304 -3.754 1.776
H -3.094 -2.243 2.098
H -0.668 -2.600 0.547
H 0.539 -0.644 1.552
H -2.135 -0.179 3.031
H -0.899 1.041 2.717
H 0.406 0.466 4.526
H -1.182 0.031 5.137
H 0.480 4.404 -1.373
H 0.264 4.482 -3.121
H 1.860 4.159 -2.430
C 2.950 -0.708 -0.013
Si 3.389 0.994 -0.655
C 3.316 2.284 0.688
C 4.972 1.006 -1.606
O 2.253 1.389 -1.796
H 3.871 -1.223 0.289
H 2.455 -1.336 -0.758
H 2.310 -0.668 0.869
H 4.280 2.289 1.219
H 3.162 3.291 0.276
H 2.530 2.110 1.434
H 5.006 0.155 -2.300
H 5.030 1.922 -2.210
H 5.890 0.958 -0.992
*
```

---

# C18H40IO11P2

A 5-piece molecular cluster, C18H40IO11P2 overall at a distorted geometry (ωB97M-V/def2-TZVPD, the Open Molecules 2025 dataset).

Its LUMO energy is 1.6106 eV. Its strongest force on any atom is 0.0815 Eh/bohr. The calculation puts the HOMO-LUMO gap at 0.19526 hartree.

```
! RIJCOSX wB97M-V def2-TZVPD def2/J DEFGRID3
* xyz -1 1
O 2.915 0.076 -6.130
P 1.398 -0.811 -6.014
I -0.392 0.836 -5.418
C 0.996 -1.423 -7.776
C 1.489 -2.967 -8.029
O 1.645 -3.049 -9.517
P 2.529 -1.588 -9.970
O 1.874 -0.616 -8.640
H 3.627 -0.434 -5.606
H -0.071 -1.278 -8.236
H 2.547 -2.967 -7.476
H 0.846 -3.866 -7.645
H 3.020 -2.435 -11.065
H 1.551 -1.073 -10.902
H 3.454 -0.546 -10.409
H 3.643 -2.146 -9.242
O -1.365 -2.174 0.181
C -1.368 -0.943 0.176
O -1.279 -0.264 -0.988
C -1.470 1.156 -1.120
C -0.182 1.903 -0.838
C -1.375 -0.177 1.466
H -2.303 1.501 -0.500
H -1.767 1.332 -2.159
H 0.159 1.744 0.188
H -0.317 2.977 -0.995
H 0.618 1.548 -1.496
H -0.351 -0.091 1.838
H -1.979 -0.729 2.194
H -1.824 0.811 1.387
O 1.452 3.674 0.823
C 2.629 3.440 1.097
O 3.553 4.423 1.036
C 4.903 4.304 1.521
C 5.803 3.691 0.466
C 3.074 2.042 1.410
H 4.934 3.761 2.470
H 5.244 5.322 1.736
H 5.489 2.676 0.209
H 6.838 3.655 0.817
H 5.763 4.277 -0.458
H 3.272 1.510 0.476
H 2.269 1.534 1.951
H 3.949 1.994 2.055
O 0.952 -1.766 2.366
C 0.407 -2.553 3.140
O 0.561 -2.416 4.475
C -0.184 -3.153 5.461
C 0.469 -4.491 5.742
C -0.360 -3.730 2.613
H -1.235 -3.249 5.171
H -0.170 -2.549 6.374
H 0.490 -5.125 4.852
H -0.067 -5.024 6.533
H 1.510 -4.351 6.054
H 0.336 -4.547 2.404
H -0.857 -3.434 1.685
H -1.146 -4.077 3.281
O -3.585 -0.693 4.230
C -4.503 0.128 4.238
O -4.866 0.757 3.101
C -6.041 1.577 2.963
C -5.761 3.000 3.402
C -5.169 0.511 5.527
H -6.895 1.134 3.484
H -6.295 1.575 1.897
H -5.488 3.048 4.460
H -6.638 3.633 3.242
H -4.919 3.416 2.839
H -4.579 1.290 6.018
H -5.211 -0.371 6.173
H -6.197 0.848 5.407
*
```